Below is C24H20ClF3O3PSSm as an isolated structure, with properties calculated with ωB97M-V with the def2-TZVPD basis set.

```
54
Properties=species:S:1:pos:R:3:forces:R:3:lowdin_spin:R:1
C -0.907061 -1.664906 4.104830 2.40 -3.52 -0.30 0.008
C -0.804631 -2.233158 2.751388 2.49 -1.92 3.23 -0.014
C 0.626416 -2.425098 2.458159 -1.61 -1.51 3.47 -0.010
H -1.596939 -2.381288 2.084190 -1.05 -0.17 -0.82 0.000
C 1.382163 -2.029179 3.635665 -2.30 -1.03 0.07 0.006
C 0.460209 -1.514295 4.633044 -1.34 -3.20 -1.81 -0.008
H 0.718326 -1.081510 5.554873 0.29 0.44 0.98 0.000
H -1.785339 -1.339961 4.575833 -1.02 0.37 0.47 0.001
H 1.028368 -2.756898 1.545835 0.45 -0.33 -1.00 0.000
H 2.436888 -1.972376 3.696227 0.77 -0.02 0.05 0.001
Sm 0.174281 -0.171585 2.769108 -1.61 7.83 -5.16 5.039
Cl 2.137087 1.000186 2.365464 3.86 1.14 -0.84 -0.017
P 0.331042 0.051558 -0.992241 -0.18 0.03 -0.17 -0.002
C 1.431013 -1.006818 -2.008578 0.36 -0.28 0.05 0.000
C 1.013081 -1.724230 -3.133430 0.11 0.13 0.21 0.000
H -0.020612 -1.672441 -3.448498 -0.03 -0.02 -0.02 0.000
C 1.916885 -2.501262 -3.851089 0.04 0.04 0.04 0.000
H 1.575513 -3.053025 -4.719600 0.02 0.03 0.05 0.000
C 3.249385 -2.567838 -3.462781 -0.10 0.07 0.05 0.000
H 3.951470 -3.173115 -4.025400 -0.05 0.05 0.04 0.000
C 3.676693 -1.858212 -2.344802 0.03 -0.03 -0.01 0.000
H 4.713955 -1.909377 -2.032288 -0.07 0.01 -0.02 0.000
C 2.777596 -1.093501 -1.616578 -0.40 -0.03 -0.15 0.000
H 3.109215 -0.553848 -0.738662 0.05 0.05 0.07 0.000
C -1.317207 -0.377296 -1.671749 -0.30 -0.18 0.02 0.000
C -1.956190 -1.506712 -1.134690 0.05 0.43 -0.28 0.000
H -1.468854 -2.066571 -0.345617 0.03 -0.08 0.02 0.000
C -3.196199 -1.907740 -1.607690 -0.06 -0.05 0.01 0.000
H -3.673846 -2.785967 -1.187170 0.02 0.06 -0.03 0.000
C -3.833650 -1.180139 -2.608756 0.13 0.05 0.03 0.000
H -4.807786 -1.489039 -2.970856 0.07 0.02 0.04 0.000
C -3.217466 -0.052636 -3.137187 0.06 -0.06 0.07 0.000
H -3.707771 0.520789 -3.915274 0.02 -0.03 0.04 0.000
C -1.965709 0.346010 -2.676064 0.03 -0.21 0.15 0.000
H -1.490420 1.220644 -3.099626 0.00 0.03 -0.01 0.000
C 0.616933 1.700130 -1.744494 0.05 0.44 0.17 0.000
C 1.320021 1.910167 -2.934985 -0.16 -0.04 0.24 0.000
H 1.734605 1.064871 -3.467967 0.04 0.00 -0.03 0.000
C 1.487161 3.196369 -3.438184 -0.06 -0.01 0.04 0.000
H 2.036787 3.341945 -4.361307 -0.03 -0.01 0.06 0.000
C 0.950131 4.288257 -2.767367 -0.02 -0.14 0.04 0.000
H 1.081154 5.289311 -3.163312 -0.01 -0.08 0.04 0.000
C 0.248759 4.091163 -1.581922 -0.02 0.06 0.00 0.000
H -0.168585 4.939201 -1.050043 0.04 -0.07 -0.03 0.000
C 0.091027 2.813000 -1.067767 0.19 -0.34 -0.26 0.000
H -0.442252 2.663605 -0.137340 -0.01 0.06 0.08 0.000
F -1.468238 2.375384 7.065677 0.61 -1.17 -0.85 0.000
C -0.973291 1.447911 6.230378 0.24 0.06 -0.40 0.000
F 0.383281 1.414130 6.316505 -1.38 -0.09 0.14 0.000
F -1.485785 0.224638 6.539941 0.71 1.44 -0.25 0.000
S -1.492706 1.943673 4.406268 -0.98 0.27 -4.74 0.001
O -2.583446 1.052481 3.962335 2.19 -0.99 0.99 0.003
O -2.001377 3.261089 4.458698 0.71 1.58 1.32 0.000
O -0.294091 1.893505 3.288884 -3.27 0.93 4.93 -0.008
```
Forces are in eV/Å.

Total charge: 0
2S+1: 6
Orbital gap (alpha / beta) (eV): 8.51 / 8.77
Max |F| (eV Å⁻¹): 9.51
<S²>: 8.7619
Lowest unoccupied orbital energy (alpha / beta) (eV): -0.3 / -0.1

Below is C3H6N as an isolated structure, with properties calculated with ωB97M-V with the def2-TZVPD basis set.

```
10
Properties=species:S:1:pos:R:3:forces:R:3:nbo_charge:R:1
C -0.020616 0.758276 0.895752 1.38 1.01 -0.08 -0.403
C 0.881422 0.123703 -0.150662 -1.25 -0.08 -1.24 -0.026
C -0.624005 0.369345 -0.359006 -2.60 0.72 -4.40 -0.028
N -0.047275 -1.000961 -0.456110 -0.41 -2.06 0.99 -0.551
H -0.229537 0.343139 1.836534 -0.26 -1.12 1.14 0.231
H 0.160587 1.827885 0.993716 -0.13 -0.05 -0.20 0.268
H 1.874644 0.093255 -0.658383 -1.06 0.77 0.62 0.294
H -1.756320 0.752722 -1.121006 4.40 -1.10 2.39 0.334
H 0.088107 -1.646422 -1.286869 -0.33 1.90 0.48 0.467
H -0.327008 -1.620942 0.306033 0.26 0.00 0.30 0.414
```
Forces are in eV/Å.

Total charge: +1
2S+1: 1
Orbital gap (eV): 12.21
Max |F| (eV Å⁻¹): 5.16
Energy above the lowest of the compared OMol25 structures with the same formula, charge and spin (kJ/mol): 301.0
Lowest unoccupied orbital energy (eV): -3.7

Below is a 3-piece molecular cluster, C6H15NO2 overall, with properties calculated with ωB97M-V with the def2-TZVPD basis set.

```
24
Properties=species:S:1:pos:R:3:forces:R:3:nbo_charge:R:1
C 1.064512 -1.141102 1.654555 -1.73 -0.80 -0.28 -0.680
C 0.298756 0.040780 1.006683 4.08 2.86 0.99 0.670
O -0.085349 0.958902 1.754290 -0.54 -1.32 -0.86 -0.644
N 0.873030 0.382199 -0.223755 -0.60 -0.45 0.59 -0.458
C 1.389003 1.715824 -0.423959 -0.26 0.27 -0.09 -0.417
C 1.220710 -0.572970 -1.247076 0.12 0.09 0.31 -0.408
H 2.115296 -0.888315 1.737777 0.04 0.24 -0.12 0.234
H 0.639390 -1.314772 2.639293 0.06 -0.01 0.09 0.227
H 0.942623 -2.052750 1.071125 0.33 -0.10 0.05 0.206
H 1.186373 2.316089 0.461189 -0.03 -0.05 -0.11 0.235
H 0.919069 2.179294 -1.293789 0.08 0.04 0.09 0.223
H 2.470042 1.671322 -0.585051 0.08 -0.11 0.00 0.179
H 1.060786 -0.106130 -2.219750 -0.06 -0.10 -0.05 0.216
H 0.597569 -1.459742 -1.173302 -0.04 -0.07 -0.06 0.199
H 2.272492 -0.875265 -1.173193 0.02 -0.05 -0.08 0.185
C -1.573539 -1.199451 0.651166 -3.45 -0.15 -1.81 -0.322
C -2.359857 -0.478138 -0.235549 0.28 -2.62 2.25 -0.507
H -1.178055 -2.151918 0.318553 0.55 0.27 -0.18 0.203
H -1.806291 -1.173667 1.705080 0.61 0.64 0.19 0.225
H -2.560090 -0.912996 -1.206274 0.36 0.44 -0.29 0.233
H -3.101331 0.185902 0.188673 0.12 0.35 -0.14 0.231
O -1.226259 1.667857 -1.528388 -1.87 -2.71 2.35 -0.959
H -1.598026 0.785237 -0.860728 1.68 3.55 -2.66 0.463
H -1.560854 2.423811 -1.017570 0.16 -0.22 -0.19 0.465
```
Forces are in eV/Å.

Total charge: 0
2S+1: 1
Orbital gap (eV): 8.20
Structure (SMILES): CC(=O)N(C)C.C=C.O
Max |F| (eV Å⁻¹): 5.08
Energy above the lowest of the compared OMol25 structures with the same formula, charge and spin (kJ/mol): 422.9
Lowest unoccupied orbital energy (eV): -0.4

Below is C5H4O2 as an isolated structure, with properties calculated with ωB97M-V with the def2-TZVPD basis set.

```
11
Properties=species:S:1:pos:R:3:forces:R:3:nbo_charge:R:1
O 2.268070 -0.494484 -0.609538 -0.65 0.18 0.16 -0.448
C 1.153637 -0.186483 -0.272413 0.55 -0.03 -0.19 0.474
C 0.272427 0.948313 -0.763666 0.02 0.04 -0.08 -0.625
C -1.108068 0.832165 -0.126806 0.26 -0.19 0.10 -0.103
C -1.038434 -0.286806 0.728564 -0.04 0.08 0.19 -0.435
C 0.320498 -0.945781 0.787673 0.09 -0.41 0.27 0.432
O 0.693817 -1.846793 1.490632 -0.23 0.48 -0.34 -0.429
H 0.682867 1.907035 -0.418093 -0.03 -0.10 -0.04 0.278
H 0.250742 1.018389 -1.855761 0.01 -0.01 0.15 0.263
H -1.653363 -0.363119 -0.364043 -0.07 -0.07 -0.11 0.339
H -1.842195 -0.582436 1.403452 0.11 0.03 -0.12 0.255
```
Forces are in eV/Å.

Total charge: 0
2S+1: 1
Orbital gap (eV): 7.61
Max |F| (eV Å⁻¹): 0.69
Energy above the lowest of the compared OMol25 structures with the same formula, charge and spin (kJ/mol): 381.0
Lowest unoccupied orbital energy (eV): -1.3

Below is a 2-piece molecular cluster, C4H13N2O2 overall, with properties calculated with ωB97M-V with the def2-TZVPD basis set.

```
21
Properties=species:S:1:pos:R:3:forces:R:3:nbo_charge:R:1
N 1.194125 0.215910 -0.317078 0.24 -0.82 0.74 -0.700
C -0.225707 0.516484 -0.020159 -0.90 1.82 0.43 -0.056
C -0.607942 0.478222 1.472433 0.17 -0.64 -0.78 -0.529
C -0.836508 -0.957762 1.905993 -0.37 0.44 0.41 0.448
O -0.103337 -1.842165 1.560689 0.10 -0.10 -0.14 -0.517
C -0.485891 1.950871 -0.534216 -0.07 0.53 -0.23 -0.243
N 0.222760 2.182783 -1.779905 0.57 0.13 -0.19 -0.873
H 1.585446 0.904271 -0.977397 -0.34 0.21 -0.21 0.465
H 1.244542 -0.719315 -0.712237 -0.10 -0.65 -0.44 0.478
H 1.741707 0.161493 0.538425 0.11 0.21 0.08 0.434
H -0.884873 -0.146932 -0.559468 0.30 -0.52 -0.29 0.232
H 0.159758 0.898180 2.129568 -0.01 0.19 -0.11 0.248
H -1.510957 1.083201 1.549660 -0.04 -0.08 0.33 0.248
H -1.715277 -1.123308 2.556446 0.14 -0.23 0.01 0.140
H -1.535977 2.206166 -0.632308 -0.48 -0.68 0.07 0.217
H -0.183719 2.651544 0.238487 0.65 0.19 -0.02 0.208
H 0.454202 3.151933 -1.956434 0.01 0.02 0.28 0.397
H -0.283231 1.874223 -2.598767 -0.17 -0.19 0.06 0.385
H -0.304557 -2.923774 -1.220051 -0.19 0.08 0.17 0.496
H 1.114871 -3.023946 -1.702951 0.14 0.02 -0.13 0.493
O 0.434670 -2.374590 -1.496403 0.24 0.06 -0.04 -0.970
```
Forces are in eV/Å.

Total charge: +1
2S+1: 1
Orbital gap (eV): 11.01
Max |F| (eV Å⁻¹): 2.08
Energy above the lowest of the compared OMol25 structures with the same formula, charge and spin (kJ/mol): 161.3
Lowest unoccupied orbital energy (eV): -2.9

Below is C15H25IrN4O8S2 as an isolated structure, with properties calculated with ωB97M-V with the def2-TZVPD basis set.

```
55
Properties=species:S:1:pos:R:3:forces:R:3:nbo_charge:R:1
Ir -1.144396 -0.211903 -0.663453 -1.11 -0.20 0.07 1.237
N 1.215029 3.005164 0.252491 0.12 -0.03 0.04 -0.856
C -0.130229 2.721133 -0.255730 0.19 -0.23 0.28 -0.083
C -1.318293 2.998801 0.663113 0.01 0.00 -0.01 -0.430
C -2.626940 2.411473 0.096784 -0.03 -0.01 -0.05 -0.039
N -2.723614 0.917700 0.228999 0.10 -0.05 0.08 -0.789
C -2.808947 2.865001 -1.351595 0.00 -0.03 0.01 -0.426
C -1.589704 2.596627 -2.232580 -0.25 0.05 -0.01 -0.043
N -1.433671 1.131354 -2.362584 0.51 -0.01 0.16 -0.766
C -0.334014 3.229959 -1.657702 0.11 0.09 -0.09 -0.415
H 1.245386 2.889245 1.259660 -0.01 0.00 0.02 0.388
H 1.540184 3.939465 0.028828 -0.02 0.00 0.06 0.372
H 1.939523 1.323726 -0.306837 -0.07 -0.48 -0.18 0.572
H -0.109303 1.648533 -0.334810 -0.02 0.15 -0.19 0.206
H -1.469618 4.077155 0.785201 -0.03 0.00 0.01 0.209
H -1.128325 2.567955 1.647745 0.02 0.01 0.00 0.250
H -3.451164 2.820990 0.686282 0.00 0.01 -0.01 0.210
H -3.648088 0.607675 -0.060468 0.01 0.06 -0.09 0.396
H -2.662202 0.689683 1.236199 0.00 -0.04 -0.04 0.449
H -2.993268 3.941348 -1.345053 -0.01 0.01 0.00 0.231
H -3.697908 2.400877 -1.790772 0.00 -0.01 0.00 0.214
H -1.772820 3.016206 -3.225265 -0.06 -0.03 -0.02 0.205
H -0.773611 0.904212 -3.104021 0.13 0.07 0.09 0.400
H -2.321226 0.731075 -2.663870 0.09 -0.08 -0.11 0.414
H -0.434332 4.320475 -1.687616 -0.02 0.00 -0.01 0.210
H 0.528638 2.963669 -2.277510 0.01 0.03 0.02 0.220
O 0.023140 -1.577069 2.790534 -0.14 0.24 0.11 -0.959
S -0.850140 -0.747480 2.021376 0.02 -0.05 -0.09 2.573
O -1.872732 -0.035075 2.772601 -0.03 -0.02 -0.06 -1.005
O -0.092695 0.284549 1.153330 0.12 0.27 -0.12 -1.036
O -1.502508 -1.531497 0.865124 0.49 -0.14 -0.05 -0.936
C 2.411162 -4.096284 3.963308 0.00 0.01 -0.01 -0.635
C 2.363019 -3.299135 2.692883 0.07 -0.01 -0.06 0.045
C 1.676270 -3.783967 1.581935 0.09 -0.01 0.01 -0.186
C 1.555505 -3.023494 0.436566 -0.03 -0.03 0.04 -0.187
C 2.135762 -1.762961 0.402167 -0.07 0.01 -0.05 -0.294
C 2.834478 -1.259559 1.485606 0.08 -0.04 0.06 -0.170
C 2.946698 -2.038221 2.623802 0.05 -0.04 -0.05 -0.202
S 2.002024 -0.881217 -1.102795 -0.23 -0.40 0.24 2.341
O 2.920971 -1.399599 -2.067760 -0.02 0.20 0.02 -0.899
O 2.452065 0.539114 -0.702565 -0.01 0.79 -0.15 -0.940
N 0.531164 -0.905098 -1.627972 0.08 -0.36 0.10 -0.952
C 0.217830 -1.799637 -2.761299 0.02 0.11 -0.08 -0.347
C -1.297127 -1.996494 -2.904928 -0.01 -0.04 0.19 0.766
O -1.710413 -2.733158 -3.767736 -0.01 0.05 -0.04 -0.607
O -2.072785 -1.328306 -2.079013 -0.10 0.22 -0.08 -0.716
H 2.435429 -5.166724 3.761532 0.00 0.00 0.00 0.218
H 1.518394 -3.888693 4.556740 -0.02 0.01 0.00 0.238
H 3.281148 -3.835389 4.564991 0.00 0.00 0.00 0.216
H 1.206756 -4.758365 1.625645 -0.01 0.00 0.00 0.217
H 0.992061 -3.396969 -0.408749 -0.01 0.00 0.01 0.225
H 3.268742 -0.271058 1.445281 0.02 -0.02 0.01 0.227
H 3.476706 -1.648513 3.484055 -0.01 0.00 0.00 0.214
H 0.675946 -2.783675 -2.664886 -0.04 -0.01 0.03 0.234
H 0.576041 -1.383617 -3.705226 0.02 -0.03 0.00 0.222
```
Forces are in eV/Å.

Total charge: 0
2S+1: 1
Orbital gap (eV): 8.49
Max |F| (eV Å⁻¹): 1.13
Energy above the lowest of the compared OMol25 structures with the same formula, charge and spin (kJ/mol): 149.6
Lowest unoccupied orbital energy (eV): -0.1